[1]
DFT (ωB97M-V with the def2-TZVPD basis set) results for a molecular structure, C5H19CuN9O8 in a non-equilibrium geometry.

Geometry as XYZ:
```
42
C5H19CuN9O8, DFT ωB97M-V with the def2-TZVPD basis set
Cu 0.6551 -9.2284 27.1415
N -0.9162 -9.1736 24.0737
O -2.0136 -9.6501 24.3082
O -0.1762 -8.9019 25.0251
O -0.6086 -8.8452 22.9890
C 3.3564 -9.2080 25.5167
O 2.7716 -9.9094 26.5566
H 3.9039 -9.9323 24.9137
H 2.6654 -8.6853 24.8554
H 4.0454 -8.4623 25.9134
C -0.1073 -12.3180 26.4932
O -0.2958 -11.1935 26.8438
N 0.1867 -13.3626 27.2189
N -0.0274 -12.6691 25.2189
H 0.1145 -13.1953 28.2124
H 0.4593 -14.1958 26.7173
H -0.2932 -11.9869 24.5233
H 0.1958 -13.6246 24.9795
C 1.5445 -9.5711 30.2918
O 0.8304 -9.5020 29.2876
N 2.4824 -10.4732 30.3598
N 1.4372 -8.8988 31.3503
H 2.9367 -10.6636 31.2415
H 2.6796 -10.9885 29.5138
H 0.7039 -8.2100 31.4387
H 2.2642 -8.9929 31.9225
C -1.7923 -7.4210 28.2956
O -1.3595 -8.4186 27.8007
N -2.8249 -7.3526 29.0226
N -1.2773 -6.2494 28.1490
H -3.3129 -8.2278 29.1487
H -3.3054 -6.4903 29.2366
H -1.6597 -5.4287 28.5965
H -0.5558 -6.0611 27.4678
C 2.2624 -6.4974 28.0678
O 1.3888 -7.2483 27.6449
N 2.2478 -5.9228 29.2121
N 3.2969 -6.0756 27.4289
H 1.4221 -6.1190 29.7596
H 3.0000 -5.3722 29.6009
H 3.3911 -6.2276 26.4348
H 3.8916 -5.4176 27.9121
```

Its HOMO-LUMO gap (alpha / beta) is 8.09 / 4.88 eV. Its total charge is +1. As for the electronic energy: -79913.2415 eV. The calculation puts the HOMO energy (alpha / beta) at -10.68 / -10.35 eV. As for the multiplicity: 3. For the molar mass, the calculation gives 396.808 g/mol.



[2]
DFT (ωB97M-V with the def2-TZVPD basis set) results for a molecular structure, C47H64BrN8NbO5PS2 in a non-equilibrium geometry.

Geometry as XYZ:
```
129
C47H64BrN8NbO5PS2, DFT ωB97M-V with the def2-TZVPD basis set
C 3.1383 -6.1177 2.2911
C 3.9781 -5.1927 2.7659
Nb 3.5050 -3.0133 2.7796
O 3.4199 -3.0370 4.8281
Br 0.9425 -3.6727 2.7444
C 2.9769 -0.8297 2.7787
C 1.7159 -0.4613 1.9163
C 0.4897 -0.0965 2.7487
C -0.5148 0.6897 1.8752
C -1.9768 0.5224 2.3867
C -2.8319 -0.3242 1.4062
C -4.1763 0.3585 1.0569
S -5.5741 -0.3839 1.9598
C -6.1367 -1.6317 0.8937
N -5.6173 -2.2006 -0.1140
N -6.5509 -3.1514 -0.5390
C -7.5335 -3.0693 0.2449
O -7.3774 -2.1111 1.1956
C 5.7056 -2.6655 2.8813
C 6.1911 -1.2296 3.1582
C 6.4673 -0.3555 1.9323
C 7.2598 -1.0359 0.8197
C 7.5159 -0.1105 -0.3991
O 6.8587 1.1422 -0.3021
C 7.7233 2.2254 -0.0613
P 3.6640 -3.0051 0.1523
O 4.9364 -3.9619 -0.2884
O 2.3363 -3.7706 -0.4479
S 3.9223 -1.2511 -0.6942
H 2.5720 -6.7336 2.9992
H 2.9888 -6.2869 1.2259
H 4.9236 -5.4662 3.2315
H 4.1908 -2.5825 5.1896
H 3.7593 -0.1497 2.4417
H 2.7072 -0.5850 3.8098
H 1.9666 0.4321 1.3340
H 1.4989 -1.2211 1.1679
H 0.8399 0.5546 3.5562
H -0.0150 -0.9585 3.1812
H -0.2753 1.7537 1.8460
H -0.4149 0.2990 0.8626
H -2.4076 1.5130 2.5149
H -1.9560 0.0101 3.3464
H -3.0073 -1.2995 1.8549
H -2.3151 -0.4827 0.4617
H -4.1732 1.4196 1.2888
H -4.3654 0.2420 -0.0076
H -8.4204 -3.6744 0.2190
H 6.1466 -3.1083 1.9870
H 6.0713 -3.2900 3.7071
H 7.1464 -1.3057 3.6973
H 5.5297 -0.6738 3.8271
H 5.5800 0.0866 1.4856
H 7.0748 0.4856 2.2826
H 6.6328 -1.8414 0.4362
H 8.1816 -1.4981 1.1808
H 8.5967 0.0191 -0.5284
H 7.1213 -0.5908 -1.2942
H 8.5158 2.2592 -0.8190
H 7.1610 3.1537 -0.1660
H 8.1060 2.1903 0.9638
H 5.2028 -3.7324 -1.1900
H 2.4519 -3.8000 -1.4105
N -4.7628 2.0567 -1.8527
C -4.3449 2.0403 -3.1187
C -5.1022 2.5002 -4.1858
C -6.3657 3.0030 -3.9209
C -6.8191 3.0259 -2.6101
C -5.9807 2.5429 -1.6179
H -3.3555 1.6368 -3.2766
H -4.7105 2.4625 -5.1910
H -6.9907 3.3718 -4.7252
H -7.8004 3.4083 -2.3626
H -6.2927 2.5414 -0.5776
N -2.8040 0.7091 -5.3733
C -2.8957 -0.5282 -4.8840
C -2.3694 -1.6468 -5.5108
C -1.7124 -1.4734 -6.7173
C -1.6071 -0.1963 -7.2444
C -2.1662 0.8549 -6.5350
H -3.4207 -0.6190 -3.9379
H -2.4721 -2.6262 -5.0636
H -1.2872 -2.3216 -7.2388
H -1.1018 -0.0173 -8.1836
H -2.1029 1.8721 -6.9099
N 6.1718 3.0153 2.9336
C 6.5741 3.9542 3.7875
C 5.8032 5.0493 4.1471
C 4.5435 5.1773 3.5831
C 4.1091 4.2115 2.6912
C 4.9590 3.1529 2.4026
H 7.5679 3.8144 4.2012
H 6.1804 5.7809 4.8493
H 3.9095 6.0183 3.8364
H 3.1335 4.2727 2.2289
H 4.6607 2.3687 1.7132
N -1.3197 4.6937 -7.6452
C -1.7368 5.2554 -6.5112
C -0.9245 6.0143 -5.6828
C 0.3978 6.1981 -6.0502
C 0.8514 5.6207 -7.2246
C -0.0448 4.8827 -7.9821
H -2.7777 5.0820 -6.2598
H -1.3189 6.4471 -4.7739
H 1.0657 6.7821 -5.4299
H 1.8769 5.7383 -7.5468
H 0.2668 4.4144 -8.9096
N -2.0042 -5.8562 -2.6385
C -2.6122 -4.7735 -2.1530
C -3.8929 -4.7812 -1.6174
C -4.5800 -5.9816 -1.5863
C -3.9655 -7.1192 -2.0862
C -2.6821 -7.0013 -2.5973
H -2.0363 -3.8554 -2.1996
H -4.3352 -3.8740 -1.2373
H -5.5816 -6.0281 -1.1773
H -4.4688 -8.0771 -2.0805
H -2.1616 -7.8662 -2.9962
N -4.4443 1.5751 4.8964
C -5.6101 2.1946 4.7268
C -6.6153 2.2238 5.6813
C -6.3996 1.5669 6.8811
C -5.1944 0.9145 7.0767
C -4.2547 0.9514 6.0572
H -5.7372 2.6918 3.7705
H -7.5420 2.7467 5.4873
H -7.1598 1.5639 7.6524
H -4.9843 0.3889 7.9981
H -3.2951 0.4576 6.1684
```

Its HOMO-LUMO gap is 6.07 eV. Its total charge is -1. As for the electronic energy: -174485.0300 eV. The calculation puts the HOMO energy at -4.06 eV. For the molar mass, the calculation gives 1088.998 g/mol.



[3]
DFT (ωB97M-V with the def2-TZVPD basis set) results for 2 unconnected molecules or ions with the total composition C3H9PS in a non-equilibrium geometry.

Geometry as XYZ:
```
14
C3H9PS, DFT ωB97M-V with the def2-TZVPD basis set
C 0.0954 -0.1556 1.7749
C -2.0708 -0.6137 -0.0196
C 0.3044 0.9898 -0.8917
P -0.8830 0.6086 0.6231
S 3.3012 -1.1303 -1.2447
H 1.1149 0.1474 1.8800
H -0.3373 -0.6696 2.6446
H -2.7149 -0.1109 -0.6454
H -1.4694 -1.4650 -0.4358
H -2.4168 -1.1828 0.8849
H 0.9499 1.9028 -0.6456
H 0.9327 0.0262 -0.9026
H -0.3784 1.4051 -1.6199
H 3.5721 0.2480 -1.4020
```

The relative energy (zero: lowest compared OMol25 entry of this formula, charge and spin) comes out at 406.8 kJ/mol. Its HOMO-LUMO gap (alpha / beta) is 8.70 / 4.54 eV. As for the electronic energy: -23376.7770 eV. The calculation puts the HOMO energy (alpha / beta) at -8.98 / -7.02 eV. For the molar mass, the calculation gives 108.146 g/mol.



[4]
DFT (ωB97M-V with the def2-TZVPD basis set) results for a single C2H2O4S2 molecule in a non-equilibrium geometry.

Geometry as XYZ:
```
10
C2H2O4S2, DFT ωB97M-V with the def2-TZVPD basis set
C -1.1200 -0.5041 -0.3671
C -0.9696 0.4553 0.5175
O 0.9991 -2.1144 0.2376
O 0.8830 -1.4842 -2.1072
O 0.5846 2.7282 -0.0761
O 1.6904 0.6037 1.6867
S 0.6080 -1.0732 -0.7255
S 0.8715 0.9044 0.5306
H -2.0841 -0.7157 -0.8311
H -1.4628 1.2000 1.1343
```

The relative energy (zero: lowest compared OMol25 entry of this formula, charge and spin) comes out at 314.2 kJ/mol. As for the structure (SMILES): O=S1(=O)C=CS1(=O)=O. Its HOMO-LUMO gap (alpha / beta) is 7.96 / 7.96 eV. As for the electronic energy: -31959.4124 eV. The calculation puts the HOMO energy (alpha / beta) at -10.76 / -10.76 eV. For the molar mass, the calculation gives 154.168 g/mol.



[5]
DFT (ωB97M-V with the def2-TZVPD basis set) results for 2 unconnected molecules or ions with the total composition C2H8BrN3S in a non-equilibrium geometry.

Geometry as XYZ:
```
15
C2H8BrN3S, DFT ωB97M-V with the def2-TZVPD basis set
C 3.0038 0.1117 0.1018
C -3.1048 0.2887 0.2139
N 3.6589 -0.1705 -0.9780
N 3.5030 -0.0052 1.2790
N -4.3476 -0.1743 -0.5015
S 1.3853 0.8064 -0.1500
Br -3.0902 0.2749 2.0220
H -2.1992 0.7454 -0.2127
H 4.5641 -0.4323 -1.1939
H 3.2609 -0.3408 -1.9197
H 4.4061 -0.5114 1.3667
H 2.7621 0.1988 2.0426
H -5.1118 -0.2346 0.2221
H -4.6430 0.4945 -1.3124
H -4.0475 -1.0513 -0.9800
```

Its HOMO-LUMO gap (alpha / beta) is 10.15 / 5.68 eV. Its total charge is +2. As for the electronic energy: -87531.9023 eV. The calculation puts the HOMO energy (alpha / beta) at -17.91 / -15.94 eV. For the molar mass, the calculation gives 186.078 g/mol.



[6]
DFT (ωB97M-V with the def2-TZVPD basis set) results for a gas-phase ion, C5H9N2 (charge +1) in a non-equilibrium geometry.

Geometry as XYZ:
```
16
C5H9N2, DFT ωB97M-V with the def2-TZVPD basis set
C 0.1964 -0.3134 1.7465
C -0.5491 -0.4807 0.6872
C 1.3641 0.4832 1.6476
C 1.5024 1.0265 -0.6728
C 1.4469 1.4875 -1.9897
N 1.5631 1.0422 0.4853
N -1.7687 -1.3837 0.6792
H -0.0437 -0.9529 2.6162
H -0.6991 0.2258 -0.2824
H 2.0799 0.5513 2.4221
H 1.7625 2.4413 -2.2104
H 0.5570 1.2777 -2.6030
H 2.2023 0.8284 -2.3630
H -1.9291 -1.6254 1.6348
H -1.5671 -2.2416 0.2475
H -2.4747 -0.9551 0.2258
```

The relative energy (zero: lowest compared OMol25 entry of this formula, charge and spin) comes out at 519.4 kJ/mol. Its HOMO-LUMO gap is 7.79 eV. Its total charge is +1. As for the electronic energy: -8300.3485 eV. The calculation puts the HOMO energy at -11.04 eV. For the molar mass, the calculation gives 97.141 g/mol.



[7]
DFT (ωB97M-V with the def2-TZVPD basis set) results for a molecular structure, C33H50AuGeN3O5Si3 in a non-equilibrium geometry.

Geometry as XYZ:
```
96
C33H50AuGeN3O5Si3, DFT ωB97M-V with the def2-TZVPD basis set
Au 0.8742 0.6134 -0.3373
C 1.0188 1.5085 3.9816
C 0.6681 2.8531 4.0165
C 0.3586 3.5156 2.8445
C 0.4079 2.8210 1.6321
N 0.7397 1.5238 1.6388
C 1.0400 0.8819 2.7518
C 0.0848 3.3830 0.3249
C -0.2326 4.7299 0.1235
C -0.5761 5.1822 -1.1361
C -0.6183 4.3050 -2.2073
C -0.2896 2.9689 -2.0182
C 0.0716 2.5108 -0.7711
H 1.2655 0.9636 4.8773
H 0.6331 3.3698 4.9624
H 0.0848 4.5575 2.8701
H 1.3088 -0.1578 2.6331
H -0.2003 5.4334 0.9414
H -0.8061 6.2256 -1.2878
H -0.8875 4.6631 -3.1900
H -0.3147 2.2880 -2.8561
C -3.5611 -4.3249 2.4124
Si -1.9932 -3.7278 1.4860
C -0.5967 -3.6454 2.8101
C -1.6156 -5.0653 0.1645
Ge -1.8549 -1.3545 0.5908
Si -3.2761 0.0318 2.1884
C -2.3277 -0.1592 3.8397
C -5.0214 -0.7171 2.4334
C -3.4769 1.8959 1.7947
Si -3.9157 -1.8518 -1.2694
C -3.3026 -2.6762 -2.8722
C -4.3433 -0.0020 -1.5073
C -5.3948 -2.8847 -0.6236
H -3.3935 -5.3243 2.8051
H -4.4311 -4.3739 1.7670
H -3.8007 -3.6780 3.2490
H -0.0691 -4.5898 2.9052
H -1.0026 -3.4045 3.7886
H 0.1307 -2.8750 2.5564
H -1.0420 -5.8780 0.5989
H -1.0426 -4.6542 -0.6601
H -2.5223 -5.4997 -0.2420
H -2.1019 -1.2003 4.0471
H -2.9162 0.2163 4.6700
H -1.3900 0.3871 3.8270
H -4.9975 -1.7999 2.3994
H -5.7164 -0.3717 1.6763
H -5.4222 -0.4274 3.3989
H -2.5752 2.3357 1.3751
H -3.7219 2.4422 2.7021
H -4.2846 2.0638 1.0884
H -2.3375 -2.2800 -3.1557
H -3.9974 -2.4811 -3.6852
H -3.2098 -3.7521 -2.7697
H -3.4609 0.6238 -1.4124
H -5.0772 0.3406 -0.7861
H -4.7573 0.1537 -2.4986
H -5.0892 -3.8674 -0.2795
H -6.0962 -3.0357 -1.4403
H -5.9300 -2.3958 0.1813
O 2.4209 -0.9172 0.6145
C 2.9729 -1.8901 0.0823
C 2.1887 -3.0343 -0.5023
C 2.2892 -4.3157 0.3313
C 3.5740 -5.1061 0.1075
C 4.8324 -4.3325 0.4922
C 5.0811 -3.1055 -0.3928
N 4.3035 -1.9600 0.0342
H 2.5409 -3.2329 -1.5149
H 1.1456 -2.7183 -0.5517
H 1.4506 -4.9605 0.0696
H 2.1962 -4.0618 1.3882
H 3.6337 -5.4089 -0.9404
H 3.5172 -6.0144 0.7082
H 5.6903 -4.9999 0.4212
H 4.7615 -4.0054 1.5316
H 4.8551 -3.3472 -1.4363
H 6.1322 -2.8192 -0.3445
H 4.8034 -1.1798 0.4393
O 1.1268 -0.3721 -2.2774
C 0.2153 -1.2156 -2.4305
O -0.6455 -1.5183 -1.5774
C 0.1563 -1.9018 -3.7585
C 0.3516 -1.1556 -4.9155
C 0.2181 -1.7561 -6.1496
C -0.1013 -3.1086 -6.2128
C -0.2522 -3.8729 -5.0619
C -0.1280 -3.2637 -3.8309
N -0.3064 -3.7258 -7.5031
O -0.0640 -3.0574 -8.4845
O -0.7178 -4.8666 -7.5184
H 0.5904 -0.1069 -4.8295
H 0.3342 -1.1949 -7.0645
H -0.4899 -4.9206 -5.1516
H -0.2558 -3.8223 -2.9151
```

The relative energy (zero: lowest compared OMol25 entry of this formula, charge and spin) comes out at 0.0 kJ/mol. Its HOMO-LUMO gap (alpha / beta) is 6.96 / 5.62 eV. Its total charge is +1. As for the electronic energy: -133573.6514 eV. The calculation puts the HOMO energy (alpha / beta) at -9.40 / -10.91 eV. As for the multiplicity: 4. For the molar mass, the calculation gives 922.614 g/mol.



[8]
DFT (ωB97M-V with the def2-TZVPD basis set) results for a molecular structure, C35H29BrN4O3PPdS.

Geometry as XYZ:
```
75
C35H29BrN4O3PPdS, DFT ωB97M-V with the def2-TZVPD basis set
Pd -0.5413 1.8898 0.0361
O 2.0344 0.0693 -2.5174
S 2.2453 0.3723 -1.1078
O 4.6060 2.1665 1.8555
O 0.8395 0.1196 -0.2711
C 2.9785 -1.1453 -0.4617
C 4.3287 -1.4040 -0.5943
C 4.8192 -2.6362 -0.1956
C 3.9405 -3.6059 0.2676
C 2.5839 -3.3405 0.3722
C 2.0976 -2.0709 0.0569
P 0.2880 -1.6765 0.1216
C -0.1729 -2.9472 1.3602
C -1.6250 -3.2595 1.3061
C -2.1418 -4.0021 2.4916
C -1.3927 -4.1769 3.6030
C -0.0593 -3.7034 3.6589
C 0.5149 -3.0873 2.5430
C -0.2561 -2.2314 -1.5166
C -0.5117 -1.3212 -2.5384
C -0.7576 -1.7774 -3.8233
C -0.7576 -3.1365 -4.0943
C -0.5204 -4.0468 -3.0750
C -0.2645 -3.5990 -1.7903
H 4.9876 -0.6541 -1.0126
H 5.8783 -2.8469 -0.2525
H 4.3137 -4.5808 0.5515
H 1.9110 -4.1119 0.7108
H -1.8571 -3.8218 0.3928
H -3.1619 -4.3652 2.4482
H -1.8087 -4.6776 4.4672
H 0.5122 -3.7992 4.5710
H 1.5378 -2.7384 2.6105
H -0.4858 -0.2604 -2.3542
H -0.9142 -1.0605 -4.6181
H -0.9275 -3.4822 -5.1051
H -0.5139 -5.1075 -3.2871
H -0.0620 -4.3104 -0.9979
Br 6.4185 4.5032 0.9477
C 4.5394 4.2972 0.7273
C 3.7974 5.2637 0.0737
C 2.4456 5.0810 -0.1352
C 1.8083 3.9281 0.3460
C 2.5595 3.0110 1.0780
C 3.9281 3.1543 1.2320
N 0.4482 3.6778 0.1721
C -0.3925 4.7048 -0.0100
C -1.7560 4.4406 0.0384
C -2.7801 5.4159 -0.0108
C -4.0784 5.0502 0.1876
C -4.3833 3.6968 0.4522
C -3.3631 2.7842 0.4743
N -2.0832 3.1188 0.2378
H 4.2847 6.1613 -0.2802
H 1.8973 5.8222 -0.6983
H 2.0635 2.1857 1.5711
H 5.5328 2.4267 1.9578
H -0.0308 5.7221 -0.0666
H -2.4982 6.4446 -0.1871
H -4.8728 5.7830 0.1664
H -5.3963 3.3820 0.6507
H -3.5573 1.7454 0.7042
N -2.9086 1.0089 -1.8704
C -2.6825 0.0871 -0.9182
C -3.5357 -1.0919 -0.8832
C -3.4096 -1.9623 0.1123
C -2.3505 -1.8580 1.1566
C -1.3117 -0.7673 0.8453
N -1.7479 0.2774 -0.0298
H -3.7567 0.9819 -2.4082
H -2.3393 1.8384 -1.8970
H -4.3007 -1.1900 -1.6413
H -4.0905 -2.8011 0.2027
H -2.8278 -1.6432 2.1175
H -0.9550 -0.3129 1.7727
```

The relative energy (zero: lowest compared OMol25 entry of this formula, charge and spin) comes out at 0.0 kJ/mol. Its HOMO-LUMO gap (alpha / beta) is 5.96 / 6.81 eV. Its total charge is +1. As for the electronic energy: -142507.4115 eV. The calculation puts the HOMO energy (alpha / beta) at -8.73 / -10.37 eV. As for the multiplicity: 3. For the molar mass, the calculation gives 803.007 g/mol.



[9]
DFT (ωB97M-V with the def2-TZVPD basis set) results for 3 unconnected molecules or ions with the total composition C3H9N2O2 in a non-equilibrium geometry.

Geometry as XYZ:
```
16
C3H9N2O2, DFT ωB97M-V with the def2-TZVPD basis set
C -1.1998 -1.3307 1.8560
C 0.0272 -1.9993 1.9725
N 0.7365 -1.5621 0.8918
C 0.1078 -0.6422 0.1881
N -1.0500 -0.3317 0.8557
H -2.0333 -1.5749 2.5004
H 0.3143 -2.6881 2.7062
H 1.7063 -2.0294 0.6899
H 0.4974 0.0426 -0.5465
H -1.8039 0.1932 0.6166
H -1.7320 3.6945 -1.6501
H -0.3363 3.3075 -1.2001
O -1.2634 3.0839 -0.9788
H 2.4146 0.0097 -2.9096
H 1.5248 1.2196 -2.7032
O 2.0897 0.6076 -2.2888
```

The relative energy (zero: lowest compared OMol25 entry of this formula, charge and spin) comes out at 164.1 kJ/mol. Its HOMO-LUMO gap is 10.97 eV. Its total charge is +1. As for the electronic energy: -10325.1511 eV. The calculation puts the HOMO energy at -14.36 eV. For the molar mass, the calculation gives 105.117 g/mol.